No. 1
14
Properties=species:S:1:pos:R:3 method="wB97M-V/def2-TZVPD" orbital_gap_ha=0.3850 homo_ev=-9.8 multiplicity=1 total_energy_ev=-9845.390 largest_force_ha_per_bohr=0.011 total_charge=0
O -1.88 -0.11 -1.01
C -1.17 -0.17 0.20
C 0.04 -1.10 0.08
N 0.91 0.00 0.59
C -0.18 0.98 0.51
C 2.05 0.18 -0.19
O 2.31 1.17 -0.83
H -2.66 0.44 -0.88
H -1.82 -0.42 1.05
H 0.06 -2.03 0.65
H 0.23 -1.29 -0.98
H -0.35 1.53 1.45
H -0.05 1.69 -0.32
H 2.69 -0.72 -0.17

=====

No. 2
173
Properties=species:S:1:pos:R:3 method="wB97M-V/def2-TZVPD" orbital_gap_ha=0.3149 homo_ev=-8.3 multiplicity=1 total_energy_ev=-93638.819 largest_force_ha_per_bohr=0.068 total_charge=0
C -3.58 -0.71 3.88
C -4.24 -0.09 2.68
N -3.67 1.26 2.32
C -3.85 2.27 3.36
C -5.27 2.88 3.65
C -4.22 1.62 1.02
C -3.55 2.76 0.31
H -4.04 -0.33 4.80
H -2.55 -0.37 3.89
H -3.68 -1.77 3.75
H -4.03 -0.72 1.82
H -5.32 0.01 2.73
H -3.36 1.83 4.25
H -3.16 3.08 3.15
H -5.81 2.15 4.32
H -5.08 3.74 4.24
H -5.89 3.08 2.80
H -5.29 1.78 1.03
H -4.08 0.68 0.47
H -3.98 2.91 -0.65
H -2.46 2.64 0.17
H -3.57 3.68 0.81
C 3.55 -2.57 2.11
C 4.87 -2.27 1.37
N 4.69 -2.03 -0.05
C 3.86 -0.85 -0.37
C 3.77 -0.45 -1.87
C 6.01 -2.10 -0.72
C 6.98 -1.05 -0.30
H 2.75 -1.86 2.03
H 3.76 -2.67 3.15
H 3.31 -3.60 1.73
H 5.40 -1.43 1.82
H 5.47 -3.18 1.48
H 2.86 -0.95 0.09
H 4.26 0.04 0.15
H 3.10 0.42 -1.92
H 4.71 -0.19 -2.33
H 3.32 -1.26 -2.45
H 5.92 -2.18 -1.83
H 6.35 -3.06 -0.45
H 6.73 -0.06 -0.71
H 7.98 -1.33 -0.63
H 7.10 -0.97 0.74
C -1.65 6.10 2.95
C -0.24 5.55 2.93
N 0.18 5.32 1.52
C 1.31 4.37 1.38
C 1.03 2.89 1.72
C 0.63 6.58 0.86
C 0.04 6.90 -0.49
H -2.37 5.31 2.64
H -1.83 6.95 2.30
H -2.01 6.44 3.94
H 0.53 6.19 3.39
H -0.22 4.61 3.44
H 1.68 4.41 0.43
H 2.15 4.70 2.01
H 0.29 2.41 1.06
H 1.93 2.22 1.66
H 0.63 2.79 2.71
H 1.76 6.63 0.84
H 0.40 7.42 1.59
H 0.15 6.11 -1.30
H 0.54 7.86 -0.78
H -1.04 7.05 -0.47
C 1.67 -4.39 5.92
C 1.45 -3.13 6.83
N 0.53 -2.10 6.28
C 0.97 -1.61 5.01
C 0.55 -0.19 4.76
C -0.86 -2.53 6.25
C -1.58 -2.61 7.62
H 2.12 -4.15 4.93
H 0.72 -4.90 5.78
H 2.32 -5.11 6.40
H 1.01 -3.38 7.84
H 2.38 -2.62 7.17
H 0.55 -2.27 4.19
H 2.03 -1.73 4.85
H 0.91 0.13 3.80
H 0.87 0.51 5.53
H -0.49 -0.06 4.65
H -1.49 -1.79 5.70
H -1.02 -3.51 5.78
H -2.67 -2.59 7.46
H -1.18 -3.50 8.14
H -1.29 -1.68 8.14
C -2.42 -5.43 2.73
C -2.34 -4.97 1.36
C -3.35 -5.62 0.43
O -3.62 -4.66 -0.57
C -3.33 -3.47 -0.05
O -3.43 -2.36 -0.51
O -2.72 -3.61 1.16
H -1.82 -6.30 2.81
H -3.45 -5.64 3.04
H -1.99 -4.71 3.42
H -1.31 -5.04 1.05
H -4.30 -5.97 0.84
H -2.83 -6.40 -0.13
C 0.07 -2.56 -4.94
C 0.56 -1.48 -5.85
C 1.89 -0.81 -5.48
O 2.48 -0.52 -6.78
C 1.83 -1.26 -7.72
O 2.20 -1.30 -8.88
O 0.85 -1.97 -7.22
H 0.67 -3.45 -4.72
H -0.93 -2.84 -5.28
H -0.09 -2.13 -3.93
H -0.25 -0.77 -5.92
H 2.51 -1.51 -4.91
H 1.85 0.10 -4.92
C 3.01 3.88 -2.26
C 4.28 4.02 -1.39
C 4.48 3.03 -0.20
O 5.75 2.40 -0.55
C 6.15 2.72 -1.82
O 6.95 2.10 -2.39
O 5.43 3.77 -2.24
H 2.24 4.51 -1.86
H 2.61 2.88 -2.29
H 3.28 4.23 -3.28
H 4.44 5.08 -1.09
H 3.76 2.25 -0.13
H 4.53 3.48 0.79
C -0.43 -0.61 0.63
C -0.42 -0.76 -0.88
C -1.72 -0.32 -1.49
O -1.42 0.98 -2.07
C -0.16 1.24 -1.98
O 0.39 2.17 -2.48
O 0.52 0.29 -1.31
H 0.48 -0.89 1.11
H -1.11 -1.43 1.02
H -0.78 0.37 0.89
H -0.04 -1.68 -1.27
H -2.41 -0.16 -0.70
H -2.18 -1.02 -2.18
N 0.45 -5.08 -1.63
C 0.56 -5.76 -2.79
C 1.75 -5.92 -3.51
C 2.89 -5.36 -3.03
C 2.83 -4.62 -1.87
C 1.63 -4.53 -1.18
H -0.32 -6.24 -3.17
H 1.80 -6.47 -4.45
H 3.85 -5.46 -3.45
H 3.68 -4.12 -1.49
H 1.60 -3.93 -0.21
N -2.06 0.90 -6.60
C -1.37 0.63 -7.75
C -0.14 1.25 -8.04
C 0.45 2.02 -7.03
C -0.26 2.27 -5.84
C -1.51 1.70 -5.68
H -1.80 -0.06 -8.51
H 0.46 1.11 -8.97
H 1.44 2.48 -7.14
H 0.24 2.82 -5.07
H -2.07 1.96 -4.80
N -6.82 1.33 -1.43
C -7.06 2.46 -2.18
C -6.26 2.85 -3.30
C -5.35 1.92 -3.73
C -5.16 0.67 -3.07
C -5.90 0.46 -1.90
H -7.84 3.10 -1.76
H -6.54 3.80 -3.73
H -4.74 2.07 -4.62
H -4.50 0.00 -3.54
H -5.80 -0.49 -1.41

=====

No. 3
10
Properties=species:S:1:pos:R:3 method="wB97M-V/def2-TZVPD" orbital_gap_ha="0.3495 / 0.3159" homo_ev="-9.7 / -11.7" multiplicity=3 total_energy_ev=-13162.855 largest_force_ha_per_bohr=0.088 s_squared=2.0093 total_charge=0
C -2.19 -0.37 0.04
N -3.27 -0.11 0.20
N -0.86 -0.52 -0.27
N 0.01 -0.16 0.62
N 1.39 -0.50 0.17
O 1.36 -0.96 -0.97
O 2.36 -0.27 0.80
O 0.38 1.95 0.09
H -0.47 -0.86 -1.18
H 1.30 1.79 0.51